Entry from OMol25: C21H27CrGeN2O8S4Se as an isolated structure at a distorted geometry (ωB97M-V/def2-TZVPD).

Structure (ORCA input):
```
! wB97M-V def2-TZVPD RIJCOSX def2/J DEFGRID3
* xyz 0 2
Cr -0.326 0.112 0.390
O -0.497 2.555 -0.104
S -1.053 2.125 -1.375
O -2.108 2.908 -1.940
O -1.419 0.681 -1.230
C 0.289 2.169 -2.571
C 0.119 3.029 -3.645
C 1.127 3.189 -4.585
C 2.315 2.490 -4.461
C 2.495 1.617 -3.399
C 1.487 1.453 -2.460
S 1.840 0.341 -1.125
O 1.638 1.080 0.133
O 3.155 -0.190 -1.328
O 0.785 -0.717 -1.098
H -0.815 3.567 -3.719
H 0.983 3.865 -5.417
H 3.106 2.620 -5.187
H 3.408 1.053 -3.274
O -1.589 2.520 3.867
C -2.616 1.734 4.226
C -3.292 2.074 5.401
C -4.369 1.330 5.831
C -4.808 0.225 5.101
C -4.142 -0.125 3.948
C -3.038 0.607 3.497
C -2.310 0.161 2.303
O -1.290 0.866 1.879
N -2.652 -0.941 1.708
N -1.785 -1.192 0.649
C -2.139 -2.199 -0.080
S -1.234 -2.764 -1.452
C -2.124 -4.353 -1.535
C -3.569 -4.088 -1.185
S -3.600 -3.070 0.320
H -1.229 2.202 3.016
H -2.945 2.939 5.951
H -4.878 1.614 6.743
H -5.661 -0.347 5.437
H -4.459 -0.975 3.358
H -1.660 -5.043 -0.830
H -2.008 -4.733 -2.549
H -4.110 -5.008 -0.965
H -4.078 -3.546 -1.980
C -0.234 -4.621 2.156
Ge -0.603 -3.409 3.660
C 0.080 -4.263 5.296
C -2.534 -3.184 3.861
C 0.373 -1.669 3.657
Se 1.190 -0.757 2.131
C 2.084 -2.259 1.276
H -0.712 -5.573 2.391
H 0.831 -4.796 2.020
H -0.656 -4.248 1.221
H -0.480 -5.177 5.497
H -0.041 -3.599 6.153
H 1.136 -4.518 5.203
H -3.022 -4.146 3.695
H -2.927 -2.458 3.153
H -2.770 -2.846 4.870
H 1.205 -1.790 4.351
H -0.301 -0.928 4.095
H 1.361 -2.854 0.728
H 2.581 -2.846 2.043
H 2.813 -1.842 0.586
*
```

largest force on an atom = 1.7 eV Å⁻¹
LUMO (spin up / spin down) = -1.1540 / -0.7299 eV
energy above the lowest of the compared OMol25 structures with the same formula, charge and spin = 31.0 kJ/mol
gap between HOMO and LUMO (spin up / spin down) = 7.054 / 7.508 eV
E_HOMO (spin up / spin down) = -8.208 / -8.238 eV

=====

Entry from OMol25: a 3-piece molecular cluster, C21H27F6N2O6P overall (ωB97M-V/def2-TZVPD).

Structure (ORCA input):
```
! wB97M-V def2-TZVPD RIJCOSX def2/J DEFGRID3
* xyz 0 1
C -2.050 -0.266 -1.899
C -2.701 1.113 -1.685
P -2.832 2.006 -3.302
C -4.584 2.546 -3.383
C -1.900 3.576 -3.035
C -0.785 3.872 -3.840
C -0.313 2.898 -4.892
C -0.069 5.087 -3.677
C 1.131 5.357 -4.553
N 1.865 6.559 -4.153
C -0.445 6.004 -2.716
C -1.533 5.713 -1.920
C -2.240 4.529 -2.067
C -3.308 4.543 -1.014
O -3.889 3.624 -0.516
N -3.427 5.907 -0.526
C -2.164 6.528 -0.849
O -1.695 7.462 -0.262
H -1.666 -0.669 -0.964
H -2.772 -0.957 -2.339
H -1.235 -0.186 -2.623
H -2.148 1.693 -0.948
H -3.725 0.980 -1.333
H -4.877 3.275 -2.631
H -5.200 1.655 -3.256
H -4.763 2.965 -4.374
H 0.440 2.234 -4.452
H -1.127 2.265 -5.231
H 0.164 3.405 -5.727
H 1.815 4.513 -4.442
H 0.818 5.401 -5.603
H 2.679 6.664 -4.745
H 1.297 7.384 -4.316
H 0.105 6.924 -2.572
H -4.219 6.387 -0.940
C 1.805 -1.744 4.052
C 1.774 -2.276 2.637
O 0.454 -2.752 2.291
C -0.416 -1.833 1.914
O -0.240 -0.655 1.819
C -1.754 -2.507 1.545
F -2.106 -3.427 2.447
F -1.643 -3.112 0.354
F -2.724 -1.604 1.464
H 1.455 -2.504 4.751
H 2.823 -1.464 4.321
H 1.166 -0.867 4.156
H 2.426 -3.135 2.532
H 2.088 -1.518 1.919
C 3.602 -9.315 4.253
C 3.052 -8.377 5.303
O 3.762 -7.117 5.301
C 3.382 -6.239 4.390
O 2.521 -6.360 3.572
C 4.201 -4.941 4.546
F 5.500 -5.188 4.710
F 3.767 -4.251 5.607
F 4.049 -4.179 3.463
H 4.673 -9.460 4.395
H 3.106 -10.282 4.327
H 3.440 -8.921 3.251
H 3.200 -8.774 6.304
H 1.989 -8.188 5.160
*
```

largest force on an atom = 0.9 eV Å⁻¹
LUMO = -0.0339 eV
gap between HOMO and LUMO = 8.238 eV
E_HOMO = -8.272 eV

=====

Entry from OMol25: C21H27IrN6SeSi as an isolated structure at a distorted geometry (ωB97M-V/def2-TZVPD).

Structure (ORCA input):
```
! wB97M-V def2-TZVPD RIJCOSX def2/J DEFGRID3
* xyz 1 2
Ir 0.741 -0.211 -0.477
N 0.344 -3.637 2.836
C 0.748 -2.937 1.753
N 0.340 -1.746 1.467
C -0.564 -1.113 2.306
N -1.103 0.025 1.948
N -0.818 0.572 0.810
C -1.447 1.667 0.403
C -1.086 2.307 -0.794
C -1.797 3.436 -1.266
C -1.425 4.034 -2.439
C -0.346 3.507 -3.158
C 0.300 2.401 -2.646
N -0.035 1.819 -1.505
C -0.891 -1.723 3.581
C -1.616 -1.072 4.577
C -1.901 -1.716 5.768
C -1.483 -3.022 5.978
C -0.751 -3.687 5.003
C -0.444 -3.036 3.819
H 0.628 -4.597 2.970
H 1.462 -3.414 1.095
H -2.250 2.069 1.011
H -2.634 3.797 -0.690
H -1.967 4.886 -2.820
H -0.025 3.940 -4.091
H 1.119 1.954 -3.189
H -1.934 -0.058 4.399
H -2.454 -1.199 6.536
H -1.725 -3.527 6.900
H -0.419 -4.702 5.168
C 2.703 -0.711 3.858
C 3.214 0.560 3.168
C 2.579 0.700 1.895
N 2.058 0.720 0.870
H 3.240 -0.862 4.790
H 2.860 -1.578 3.219
H 1.642 -0.623 4.080
H 4.293 0.496 3.013
H 3.008 1.444 3.778
Se -0.685 -1.414 -1.853
C 3.804 1.350 -2.340
Si 3.227 -0.435 -2.698
C 4.813 -1.468 -2.996
C 2.026 -0.627 -4.166
C 2.435 -1.280 -1.148
H 4.474 1.683 -3.127
H 4.349 1.401 -1.402
H 2.997 2.070 -2.275
H 5.306 -1.127 -3.902
H 4.608 -2.527 -3.109
H 5.519 -1.351 -2.180
H 2.523 -0.420 -5.110
H 1.171 0.038 -4.096
H 1.630 -1.639 -4.217
H 3.157 -1.305 -0.328
H 2.205 -2.312 -1.407
*
```

largest force on an atom = 4.6 eV Å⁻¹
LUMO (spin up / spin down) = -4.1961 / -4.1995 eV
energy above the lowest of the compared OMol25 structures with the same formula, charge and spin = 244.0 kJ/mol
gap between HOMO and LUMO (spin up / spin down) = 5.569 / 5.257 eV
E_HOMO (spin up / spin down) = -9.765 / -9.457 eV

=====

Entry from OMol25: C21H27N3O4S in the gas phase at a distorted geometry (ωB97M-V/def2-TZVPD).

Structure (ORCA input):
```
! wB97M-V def2-TZVPD RIJCOSX def2/J DEFGRID3
* xyz 0 1
C -0.391 -5.390 0.570
C 0.558 -5.557 -0.614
N 0.874 -4.274 -1.217
C 1.060 -4.317 -2.654
C 2.225 -5.178 -3.161
C 1.881 -3.518 -0.498
C 1.640 -2.008 -0.601
C 0.224 -1.660 -0.142
N -0.097 -0.273 -0.354
C -0.988 0.183 -1.251
O -1.662 -0.437 -2.053
C -1.019 1.667 -1.108
O -1.805 2.363 -1.929
C -0.162 2.042 -0.140
C 0.263 3.366 0.338
O 1.406 3.551 0.727
C -0.729 4.428 0.336
S -2.440 4.148 0.249
C -2.686 5.871 0.379
C -4.044 6.460 0.371
N -1.597 6.553 0.469
C -0.487 5.784 0.463
C 0.847 6.422 0.584
C 0.512 0.804 0.407
C 0.289 0.656 1.878
C -0.784 0.973 2.659
C -0.435 0.595 3.977
C 0.820 0.077 3.896
O 1.265 0.107 2.630
H -1.278 -4.848 0.255
H -0.688 -6.366 0.947
H 0.078 -4.838 1.381
H 1.462 -6.098 -0.288
H 0.059 -6.167 -1.369
H 0.127 -4.689 -3.088
H 1.195 -3.291 -3.002
H 3.176 -4.815 -2.779
H 2.102 -6.214 -2.854
H 2.258 -5.142 -4.246
H 1.829 -3.800 0.555
H 2.903 -3.739 -0.847
H 1.769 -1.673 -1.630
H 2.376 -1.494 0.020
H 0.105 -1.899 0.920
H -0.490 -2.249 -0.722
H -2.245 1.712 -2.508
H -3.970 7.532 0.531
H -4.656 6.014 1.153
H -4.530 6.271 -0.585
H 0.775 7.468 0.303
H 1.576 5.904 -0.033
H 1.190 6.354 1.616
H 1.595 0.842 0.229
H -1.700 1.422 2.333
H -1.035 0.699 4.857
H 1.479 -0.328 4.638
*
```

largest force on an atom = 1.1 eV Å⁻¹
LUMO = -0.2056 eV
energy above the lowest of the compared OMol25 structures with the same formula, charge and spin = 258.9 kJ/mol
gap between HOMO and LUMO = 8.132 eV
E_HOMO = -8.337 eV